Entry 1:
Density functional theory data (ωB97M-V/def2-TZVPD) for C11H27F2GaN3O3 as an isolated structure.

The calculation puts the lowest unoccupied orbital energy at 1.767 eV. The energy above the lowest of the compared OMol25 structures with the same formula, charge and spin is 24.9 kJ/mol.

```
! RIJCOSX wB97M-V def2-TZVPD def2/J DEFGRID3
* xyz -1 1
Ga 0.9046 -2.9227 3.1097
F 0.7373 -0.2890 1.7018
F 2.7839 -3.0530 2.9336
O -2.2017 1.5759 -4.7271
O 6.8829 -1.6842 7.2592
O -3.3059 -2.2064 -0.7434
N 6.4316 -1.7646 5.0270
N -4.1184 -0.2164 -1.4833
N -2.5126 3.8111 -5.0127
C -3.6662 3.6135 -5.8708
C 6.8893 -1.5114 3.6771
C -1.8787 2.7245 -4.5133
C -3.3947 -1.3566 -1.6000
C 0.0991 -2.5972 1.2129
C -2.0739 5.1598 -4.7160
C 0.3018 -1.1544 0.6932
C 5.1018 -2.3239 5.2225
C -4.1807 0.7659 -2.5458
C -4.8480 0.0204 -0.2520
C 7.2024 -1.4966 6.1015
H -2.8803 5.7041 -4.2192
H 4.6092 -2.4796 4.2624
H -3.7962 1.7207 -2.1767
H 6.2142 -0.8038 3.1917
H 4.5077 -1.6379 5.8275
H -4.0645 4.5739 -6.1909
H -1.8135 5.6709 -5.6458
H -1.2026 5.1449 -4.0638
H 5.1807 -3.2748 5.7517
H 8.1864 -1.0766 5.8309
H -5.3766 0.9701 -0.3064
H 0.4586 -1.8153 4.1746
H -2.8752 -1.4433 -2.5678
H -0.9710 -2.8639 1.3212
H -3.3752 3.0286 -6.7451
H -3.5871 0.4523 -3.3982
H -1.0185 2.9793 -3.8749
H -0.6702 -0.7473 0.3672
H 7.8967 -1.0949 3.6847
H -5.5638 -0.7880 -0.0896
H -5.2212 0.8922 -2.8612
H 6.8940 -2.4467 3.1138
H -4.4355 3.0617 -5.3275
H 1.0294 -1.1689 -0.1326
H -4.1515 0.0370 0.5883
H 0.5147 -3.2994 0.4690
H 0.3574 -4.3901 3.5424
*
```

Entry 2:
Density functional theory data (ωB97M-V/def2-TZVPD) for one molecule with the formula C18H16ClNO3.

The calculation puts the lowest unoccupied orbital energy at -0.393 eV. As for the SMILES: O=C(COC(=O)/C=C/c1ccccc1)NCc1ccc(Cl)cc1. The energy above the lowest of the compared OMol25 structures with the same formula, charge and spin is 15.9 kJ/mol.

```
! RIJCOSX wB97M-V def2-TZVPD def2/J DEFGRID3
* xyz 0 1
Cl -5.6236 3.0977 -0.8050
O -2.4973 -3.6706 -0.5880
O 2.0394 -3.5460 0.0237
O 0.6716 -2.0302 -0.9312
N -1.5388 -1.9633 0.5423
C -1.5610 -2.9262 -0.3965
C 2.7272 -1.2872 -0.0658
C -3.3743 0.7604 1.5030
C 2.4886 -0.0283 -0.4586
C 3.7226 3.4863 -0.5988
C 3.3557 1.1183 -0.2714
C -3.4386 -0.4673 0.8589
C 2.9317 2.3638 -0.7459
C -4.8532 0.5112 -0.8291
C 5.3898 2.1617 0.5028
C -0.2765 -3.0451 -1.2183
C 4.6016 1.0376 0.3576
C 1.8124 -2.4070 -0.3024
C -4.7820 1.7279 -0.1680
C -4.0462 1.8601 0.9980
C -4.1811 -0.5799 -0.3116
C -2.6858 -1.6660 1.3772
C 4.9554 3.3891 0.0261
H -4.0002 2.8120 1.5032
H 1.5602 0.1763 -0.9778
H 5.5759 4.2651 0.1409
H 4.9556 0.0902 0.7320
H -2.8011 0.8619 2.4132
H 3.3794 4.4396 -0.9725
H -4.2307 -1.5337 -0.8151
H -2.3445 -1.4971 2.4018
H 1.9713 2.4439 -1.2353
H 6.3506 2.0832 0.9896
H -5.4318 0.4216 -1.7349
H -3.3243 -2.5531 1.3454
H -0.7585 -1.3243 0.5610
H 3.6303 -1.5759 0.4498
H 0.1657 -4.0296 -1.0216
H -0.5354 -2.9771 -2.2787
*
```

Entry 3:
Density functional theory data (ωB97M-V/def2-TZVPD) for one molecule with the formula C17H31F3O.

The calculation puts the lowest unoccupied orbital energy at 0.580 eV. As for the SMILES: CCCCCCCCCCCCCCCC(=O)C(F)(F)F. The energy above the lowest of the compared OMol25 structures with the same formula, charge and spin is 1.1 kJ/mol.

```
! RIJCOSX wB97M-V def2-TZVPD def2/J DEFGRID3
* xyz 0 1
F -1.4652 3.1325 2.7786
F -0.9276 4.9947 1.8302
F -2.5486 3.8149 1.0442
O 0.3632 2.1168 1.0956
C -0.3131 3.0028 0.6633
C 0.6665 -1.6323 -2.4099
C 0.7960 -1.8035 2.9959
C 0.7855 -0.5567 -3.4908
C 1.2436 0.8087 -2.9736
C -2.6388 -0.2507 1.9509
C 1.8688 -2.9279 -0.5930
C 1.6896 -2.0120 0.6179
C 0.2212 1.4865 -2.0626
C 2.0170 -2.1272 -1.8895
C -0.3021 3.5763 -0.7167
C -3.1783 0.3298 0.6486
C -1.3292 3.7318 1.6005
C -0.6964 -1.4646 3.0401
C -1.2114 -0.7671 1.7839
C 0.6919 2.8785 -1.6445
C 1.1898 -2.7539 1.8568
H 0.8347 3.4958 -2.5331
H -1.3175 3.5214 -1.1222
H 0.3291 -3.3716 1.5902
H 1.6526 2.7942 -1.1335
H 2.4846 -2.7478 -2.6573
H 1.9768 -3.4307 2.1979
H 1.4308 1.4575 -3.8333
H -3.2290 -0.4383 -0.1208
H 2.6810 -1.2821 -1.7022
H -3.2869 -1.0679 2.2764
H -0.8732 -0.8116 3.8984
H 1.3688 -0.8783 2.9068
H 0.0676 0.8832 -1.1685
H -0.7348 1.5654 -2.5866
H -1.1890 -1.4635 0.9432
H -0.5552 0.0752 1.5531
H -4.1748 0.7408 0.7912
H 1.0058 -3.5923 -0.6826
H 0.9856 -1.2211 0.3677
H 2.7497 -3.5559 -0.4430
H 1.4919 -0.8987 -4.2509
H -0.0617 4.6404 -0.6186
H 0.1217 -2.4845 -2.8238
H 0.0723 -1.2446 -1.5828
H 1.0594 -2.2598 3.9529
H 2.6432 -1.5315 0.8491
H -0.1861 -0.4351 -3.9763
H -2.6567 0.5165 2.7278
H -2.5301 1.1267 0.2874
H -1.2691 -2.3818 3.2019
H 2.1859 0.7028 -2.4343
*
```

Entry 4:
Density functional theory data (ωB97M-V/def2-TZVPD) for an isolated ion of composition C8H16NO2 and charge +1.

The calculation puts the lowest unoccupied orbital energy at -3.946 eV. The energy above the lowest of the compared OMol25 structures with the same formula, charge and spin is 255.6 kJ/mol.

```
! RIJCOSX wB97M-V def2-TZVPD def2/J DEFGRID3
* xyz 1 1
O 0.2950 1.6788 -0.9937
O 1.4831 0.1432 -2.0207
N -1.7356 0.1726 0.4094
C 1.0847 0.6790 -0.8887
C 0.7597 -1.3999 0.3534
C -2.5266 -0.5301 -0.5648
C -2.6779 -1.8463 -0.5361
C -1.8734 1.6132 0.0489
C 1.4501 -0.0537 0.2910
C -0.4780 2.1950 0.1303
C 2.9526 -0.3995 0.2222
H 3.1569 -0.8196 1.1577
H 0.7492 -1.9989 -0.5947
H 1.0133 0.5879 -2.8836
H -3.2310 -2.3475 -1.3855
H 1.5191 0.5558 1.1568
H -0.3867 3.3057 0.0030
H -2.1170 0.0061 1.3000
H -0.3445 -1.3688 0.5282
H 0.0005 1.8935 1.0636
H -2.0202 -2.6246 -0.0874
H 3.6040 0.4138 -0.0458
H -3.1853 -0.0095 -1.2034
H -1.9461 1.5601 -0.9476
H 3.0123 -1.1954 -0.5708
H -2.7386 2.2257 0.4640
H 1.1004 -2.1215 1.1354
*
```

Entry 5:
Density functional theory data (ωB97M-V/def2-TZVPD) for a 2-piece molecular cluster, C3H7NO4S overall.

The calculation puts the lowest unoccupied orbital energy at 0.091 eV. As for the SMILES: N[C@H]1O[C@@H]1C=O.OSO. The energy above the lowest of the compared OMol25 structures with the same formula, charge and spin is 322.9 kJ/mol.

```
! RIJCOSX wB97M-V def2-TZVPD def2/J DEFGRID3
* xyz 0 1
S -3.5590 -0.5664 0.2487
O -1.2192 1.9125 -0.4456
O -0.0268 -1.0432 0.2664
O -3.8056 0.7914 -0.6169
O -2.7036 -1.4168 -0.7175
N 2.2063 -0.3957 -0.4973
C 0.1447 0.3317 0.6441
C 0.7946 -0.2059 -0.5244
C -0.9668 1.3301 0.5775
H 0.3779 0.1824 -1.4888
H -1.7294 -1.4054 -0.5120
H -3.3997 1.5881 -0.3014
H -1.6465 1.4189 1.4674
H 2.7528 -0.9602 -1.3062
H 0.5973 0.3615 1.6072
H 2.6403 -0.8289 0.3402
*
```

Entry 6:
Density functional theory data (ωB97M-V/def2-TZVPD) for a 11-piece molecular cluster, C32H49Cl12F15O10 overall.

The calculation puts the lowest unoccupied orbital energy at -0.040 eV. As for the SMILES: CCOC(=O)C(F)(F)F.CCOC(=O)C(F)(F)F.CCOC(=O)C(F)(F)F.CCOC(=O)C(F)(F)F.CCOC(=O)C(F)(F)F.ClCCCl.ClCCCl.ClCCCl.ClCCCl.ClCCCl.ClCCCl.

```
! RIJCOSX wB97M-V def2-TZVPD def2/J DEFGRID3
* xyz 0 1
Cl 1.6396 5.7157 6.8814
Cl 1.0473 9.5233 0.9176
Cl 4.4236 2.5003 6.2763
Cl 2.4579 5.2457 -5.1296
Cl -13.0407 3.1186 -4.6110
Cl -8.9741 2.9999 -3.4584
Cl 2.7951 13.5138 1.5680
Cl 10.4464 2.5363 -4.8320
Cl -8.4609 -3.2870 0.1276
Cl 7.8717 0.8003 -3.6509
Cl -1.7677 5.9212 -5.8357
Cl -6.4379 -4.6950 -1.9872
F 13.1918 -6.5548 0.5543
F -8.7757 1.7777 8.9902
F -9.0385 1.8046 6.8040
F -1.4001 -12.4314 5.5161
F -0.9696 -14.1291 4.1330
F -9.5463 3.5866 7.9800
F -2.7097 -1.2738 -8.6238
F -1.0512 -0.1179 -9.4372
F 12.9544 -5.9378 -1.5390
F -2.7685 -13.0543 4.0171
F 1.0021 -1.6693 1.1956
F 11.5697 -7.4171 -0.6446
F 1.1189 -1.4469 -0.8937
F -1.5937 -2.0923 -10.3095
F 1.9861 0.1127 0.3814
O 0.2976 -11.8088 3.0880
O -6.3310 2.1460 7.4774
O -7.1320 4.3074 7.9111
O 10.1629 -5.5512 0.4997
O -1.8176 -11.2969 2.3825
O -0.4380 1.2968 0.3884
O -1.4097 -0.8034 -0.0545
O -0.7184 -1.6299 -6.8723
O 0.4988 -2.4549 -8.5880
O 11.7304 -3.9408 -0.0155
C -5.9005 4.9963 7.8247
C -7.2400 2.9750 7.7447
C -0.4102 -0.0814 0.1444
C 2.6085 4.3081 7.1946
C -1.5254 -1.3156 -9.2011
C 12.2785 -6.2717 -0.4432
C -8.7354 2.5276 7.8472
C -1.7632 1.9259 0.3576
C -6.9381 -2.5736 -0.3876
C 1.5413 -2.9516 -7.6592
C -2.5356 1.7187 1.6577
C -6.6677 -2.9589 -1.8290
C 9.6290 2.8433 -3.3048
C 2.6325 -3.4846 -8.6080
C -6.0776 6.4107 8.4646
C -10.4285 2.4215 -4.2197
C -11.3648 3.6110 -4.3555
C 0.8598 6.0698 -5.3793
C 11.3237 -5.1110 -0.0001
C -1.4550 -8.9588 1.7487
C 9.3606 -4.1354 2.2985
C -1.4255 -10.4717 1.3435
C 9.0646 -4.6929 0.9327
C 9.1841 1.5001 -2.7219
C -1.4700 -12.8757 4.3056
C -0.5506 -1.8480 -8.0961
C 1.9308 10.9683 1.5815
C -0.1675 5.0478 -5.9180
C 1.7028 12.2877 0.8327
C 3.3638 3.9063 5.9660
C 0.9555 -0.7282 0.1926
C -0.9172 -11.9152 3.2259
H 1.0952 6.9116 -6.0304
H 2.0824 12.2342 -0.1876
H 9.5821 -4.8957 3.0474
H -5.7434 -2.4920 -2.1690
H -3.4945 2.2255 1.5491
H -5.0245 6.6879 8.5115
H 0.7264 12.7705 0.8721
H 2.7171 -2.8079 -9.4584
H 8.9346 1.5512 -1.6621
H -2.3295 1.6335 -0.5267
H -11.1449 4.2177 -5.2340
H 0.5524 6.5513 -4.4510
H -6.1132 -2.8476 0.2701
H 2.6275 3.5706 5.2357
H -1.9937 -10.8831 0.5092
H 2.9941 10.7286 1.5812
H -11.3357 4.2382 -3.4645
H -7.4510 -2.6570 -2.5243
H 8.8637 3.6107 -3.4210
H 3.6336 -3.4917 -8.1767
H 0.0432 4.7652 -6.9495
H -2.6701 0.6528 1.8414
H -2.4903 -8.6185 1.7678
H -10.1201 1.9371 -5.1461
H 8.7535 -3.9103 0.2407
H -5.1142 4.4122 8.3029
H 1.8996 3.5386 7.5003
H -0.4074 -10.6928 1.0231
H 8.1974 -5.3259 1.1208
H 3.2991 4.5255 8.0095
H -0.2169 4.1573 -5.2915
H -5.5129 5.1458 6.8170
H -7.0452 -1.4892 -0.3624
H 1.1426 -3.6780 -6.9510
H 10.4096 3.2790 -2.6812
H 1.6647 11.1526 2.6223
H -0.9916 -8.8477 2.7290
H -1.9947 2.1422 2.5040
H -0.9709 -8.4111 0.9401
H 10.0600 0.8533 -2.7734
H 8.5238 -3.5166 2.6228
H -10.9184 1.6179 -3.6697
H 1.8807 -2.1655 -6.9847
H 10.1912 -3.4566 2.1049
H 3.9477 4.7700 5.6482
H 2.3571 -4.5115 -8.8481
H -1.5113 2.9691 0.1670
H -6.6890 7.0685 7.8469
H -6.5717 6.3224 9.4321
*
```

Respective HOMO-LUMO gap values: 6.349 8.729 11.059 8.561 8.267 10.612 eV.
Respective maximum force values: 1.875 0.764 0.695 4.054 3.924 4.777 eV/A.